(1)
The following is a quantum chemistry calculation of 3 unconnected molecules or ions with the total composition C19H43N2O3S, from OMol25.

energy above the lowest of the compared OMol25 structures with the same formula, charge and spin	0.0	kcal/mol
spin multiplicity	2
highest occupied orbital energy (alpha / beta)	-7.69 / -8.67	eV
frontier orbital gap (alpha / beta)	8.30 / 9.28	eV
E	-1483.0559	Ha

Positions of all 68 atoms, in Å:
1 S -3.17168 2.13048 0.11554
2 O 5.09244 0.55630 1.70868
3 O 1.78236 3.78688 -0.62699
4 O -4.01289 -4.49162 -0.86325
5 N -1.75751 -0.02315 -0.90296
6 N 1.04255 2.75516 -0.54990
7 C 0.76343 3.13719 -2.95529
8 C -5.51471 -5.09462 0.99896
9 C 0.42578 2.51332 0.78142
10 C -0.93734 -2.02691 0.37479
11 C -1.09069 2.19693 -1.59380
12 C 0.42970 2.21060 -1.79482
13 C 5.20718 1.29482 0.50238
14 C 5.85547 1.03603 2.80187
15 C 1.02045 0.81748 -2.06893
16 C -2.09359 -1.05985 0.07723
17 C -1.56437 1.32525 -0.42417
18 C -0.54155 1.32467 0.72630
19 C -5.12215 -4.09525 -0.07498
20 C -0.26640 3.79656 1.25239
21 C 1.56724 2.16263 1.73550
22 C -4.16366 -5.70303 -1.58526
23 C -5.30673 -5.69006 -2.58483
24 C 6.60911 1.32013 -0.07988
25 C 5.48800 2.44292 3.24199
26 H 0.33620 4.12931 -2.81193
27 H -2.44978 -0.60851 1.00938
28 H 7.31341 1.84632 0.56560
29 H -5.98480 -3.86015 -0.70876
30 H -5.19541 -4.86268 -3.28669
31 H 1.17728 1.90869 2.72354
32 H 1.83952 3.24474 -3.06818
33 H -5.87336 -6.03363 0.57597
34 H -3.21497 -5.82975 -2.10696
35 H 0.33897 0.21023 -2.66172
36 H 6.59389 1.83867 -1.03965
37 H -4.26959 -6.55037 -0.89862
38 H -0.83839 3.59352 2.15895
39 H 2.25042 3.00605 1.82308
40 H -1.26510 -3.06413 0.30585
41 H -3.40462 1.32056 1.15835
42 H 4.83074 2.31497 0.63692
43 H 4.42578 2.50411 3.48329
44 H 6.92773 0.97506 2.58291
45 H 0.03195 0.39894 0.66600
46 H -5.30786 -6.62365 -3.14929
47 H -4.80399 -3.16155 0.39111
48 H -6.32013 -4.67958 1.60651
49 H -4.66726 -5.31201 1.65028
50 H -2.44257 -0.00922 -1.64575
51 H 6.97902 0.30647 -0.23961
52 H 0.47950 4.56017 1.46754
53 H 5.70864 3.18544 2.47451
54 H -1.56074 1.83635 -2.51269
55 H 0.35524 2.70175 -3.86999
56 H 5.65255 0.33074 3.60825
57 H -0.13700 -1.87406 -0.35035
58 H 2.12499 1.30238 1.35908
59 H -0.95346 4.19294 0.50599
60 H -2.93301 -1.63266 -0.31875
61 H -1.05361 1.31207 1.68978
62 H -0.51147 -1.87533 1.36847
63 H 6.06084 2.70934 4.13169
64 H -1.41519 3.22999 -1.45182
65 H 4.52522 0.79594 -0.18754
66 H 1.96607 0.92417 -2.60317
67 H -6.27840 -5.60036 -2.09781
68 H 1.22234 0.27585 -1.14577


(2)
The following is a quantum chemistry calculation of a molecular structure, C19H43N2OP3SZr in a non-equilibrium geometry, from OMol25.

highest occupied orbital energy	-19.00	eV
frontier orbital gap	3.66	eV
E	-2402.2484	Ha
total charge	+4

Positions of all 70 atoms, in Å:
1 Zr -0.31057 -0.15692 0.35803
2 S -0.89359 3.09282 0.16247
3 P 0.90039 0.93817 -1.78506
4 P -0.10238 -2.34075 -1.42284
5 P 2.30585 -1.00746 0.76258
6 O -0.57592 -1.72207 1.75296
7 N -2.28728 -3.29136 1.48663
8 N -0.79218 -3.53370 3.18410
9 C 2.96606 -0.04986 2.19042
10 C -3.62399 6.06456 0.48330
11 C -1.55003 6.96681 1.30288
12 C -2.79283 0.50644 1.01447
13 C 1.94007 0.32842 -3.17539
14 C 1.38113 -3.00220 -2.32840
15 C -2.89436 7.14641 0.96845
16 C -0.95054 5.69065 1.20367
17 C -1.18781 -2.80621 2.14268
18 C 2.02478 2.34117 -1.36380
19 C 0.35638 -3.28920 4.04999
20 C 2.72377 -2.67725 1.38905
21 C -3.03681 4.79527 0.33336
22 C 3.79967 -0.85504 -0.30931
23 C -1.66387 4.63118 0.61098
24 C -2.79001 -0.37219 -0.13219
25 C -1.19477 -2.08699 -2.87846
26 C -0.65510 -4.04599 -1.04787
27 C -0.46020 1.64894 -2.78689
28 H 0.05266 -3.48601 5.09835
29 H -2.21705 -1.89806 -2.53074
30 H -3.28613 -1.35091 -0.01018
31 H -3.36120 8.12738 1.11451
32 H 1.77944 3.20061 -2.00633
33 H -3.30195 1.48540 1.06068
34 H 2.36512 -0.25819 3.08758
35 H -2.71824 -2.73974 0.73437
36 H 3.75484 -2.63226 1.75671
37 H 2.93077 1.02696 1.96233
38 H 4.01270 -0.35938 2.36572
39 H -4.66798 6.24446 0.20716
40 H -1.30946 1.94978 -2.16127
41 H 3.73732 -1.52033 -1.17799
42 H 4.66341 -1.16672 0.30129
43 H -2.94632 -0.04305 -1.17036
44 H -2.75776 -4.11934 1.88637
45 H 1.42062 -0.38033 -3.82798
46 H 0.13130 -4.62466 -0.54445
47 H -0.92733 7.79418 1.63018
48 H 1.15716 -4.01996 3.83906
49 H 0.05628 5.49942 1.58608
50 H -2.82176 0.02180 2.01269
51 H -0.86429 -1.26302 -3.52486
52 H 2.86792 -0.11934 -2.80150
53 H 2.07998 -2.97815 2.21663
54 H 2.67249 -3.42472 0.59449
55 H 2.21106 1.21010 -3.78204
56 H -0.07540 2.53952 -3.29894
57 H -1.19751 -3.01256 -3.47364
58 H 3.97231 0.17577 -0.64080
59 H -0.82539 0.93172 -3.53445
60 H 0.73137 -2.26016 3.98189
61 H 3.09277 2.08965 -1.50882
62 H -1.33043 -4.38200 3.33815
63 H 1.04537 -3.77933 -3.03934
64 H -0.87932 -4.56871 -1.99176
65 H 2.07827 -3.49425 -1.63445
66 H -0.56811 2.43700 1.35285
67 H -3.64740 3.94301 0.02957
68 H -1.56230 -4.08209 -0.43921
69 H 1.88633 2.62510 -0.31223
70 H 1.93000 -2.25226 -2.91113


(3)
The following is a quantum chemistry calculation of 3 unconnected molecules or ions with the total composition C19H44Cl2N4O10P3 in a non-equilibrium geometry, from OMol25.

highest occupied orbital energy	-11.52	eV
frontier orbital gap	7.88	eV
E	-3666.0953	Ha
total charge	+1

Positions of all 82 atoms, in Å:
1 Cl 1.85398 3.61727 -2.82786
2 Cl 5.03862 2.88847 3.51142
3 P 0.41059 -2.99819 4.51539
4 P -0.68061 -0.85091 -6.59124
5 P 3.60056 1.77648 2.48948
6 O -1.69190 -0.01298 -7.29005
7 O 3.43441 0.43069 3.40014
8 O -0.44942 -3.65023 5.75130
9 O -1.04269 -2.33245 -7.15483
10 O -0.49214 -1.94676 3.96730
11 O 1.54207 -4.16468 4.49597
12 O 1.49166 -2.08397 5.33407
13 O 0.71566 -0.53138 -7.40117
14 O 0.06130 -1.60207 -5.34222
15 O -3.38179 2.97848 1.88734
16 N 1.50195 3.18478 3.99142
17 N 0.34910 3.77576 3.61654
18 N -0.84658 4.14695 1.59431
19 N 1.23870 2.95740 1.82680
20 C 1.23440 -5.53317 4.23071
21 C 1.00317 -0.94459 -4.50564
22 C -2.25035 -2.57995 -7.87633
23 C -1.85529 -3.87126 5.64762
24 C 1.64768 1.64950 -6.77898
25 C 0.31903 4.35558 -0.66858
26 C -0.93204 3.90660 0.13690
27 C 0.15696 3.67094 2.28719
28 C -2.19622 -5.17190 4.94690
29 C 0.84014 3.11672 -1.44305
30 C 0.79753 -5.76860 2.79877
31 C 1.02432 0.78250 -7.85716
32 C 1.53261 -0.67524 5.16702
33 C 0.37078 0.13011 -3.64297
34 C -3.10805 4.06763 2.72409
35 C -2.04047 -2.40684 -9.36748
36 C 0.64285 0.01719 6.18577
37 C 2.02157 2.70014 2.84546
38 C -1.90461 4.92271 2.24813
39 H -2.99268 -2.45225 -9.89780
40 H 1.42790 -1.71476 -3.85959
41 H -0.35732 -0.41367 6.21299
42 H 1.26233 -0.39947 4.14979
43 H -0.30441 -0.31902 -2.91152
44 H 1.12084 4.71151 -0.02300
45 H -1.79064 4.45681 -0.24424
46 H 0.50454 -5.90372 4.95019
47 H 0.97682 1.75262 -5.92263
48 H -1.55466 -1.46033 -9.60255
49 H -2.92321 2.18799 2.18667
50 H -0.22013 0.82960 -4.24141
51 H 0.55734 1.08618 5.96336
52 H -0.01260 -5.09216 2.51001
53 H -2.95850 3.78960 3.77821
54 H -1.78675 -6.02563 5.48812
55 H -2.26055 5.65770 1.52367
56 H -3.05579 -1.94273 -7.51341
57 H 2.15164 -6.09208 4.41935
58 H 1.90288 3.10427 4.91432
59 H 1.73732 0.66447 -8.67481
60 H -2.35240 -3.03468 5.15392
61 H 4.31121 0.01247 3.38623
62 H -1.15238 2.84388 -0.00753
63 H 0.14405 1.27377 -8.27441
64 H -3.98711 4.71952 2.72264
65 H 2.56045 -0.36080 5.31904
66 H -1.78927 -5.18879 3.93326
67 H 0.01405 5.07914 -1.42532
68 H 1.05946 -0.09370 7.18797
69 H -1.39289 -3.19698 -9.75125
70 H -0.00503 2.56729 -1.85771
71 H 1.62677 -5.58915 2.11341
72 H 2.58391 1.21686 -6.42261
73 H -2.54173 -3.61029 -7.66650
74 H -0.20933 4.20827 4.33778
75 H -1.45129 5.48585 3.07340
76 H 1.86353 2.64574 -7.16683
77 H -2.23669 -3.90682 6.66930
78 H -3.27710 -5.30034 4.88427
79 H 1.41436 2.52252 -0.73233
80 H 1.83417 -0.55895 -5.09685
81 H 1.13941 0.68661 -3.10527
82 H 0.46203 -6.79706 2.66712